Version i
Here is 2 unconnected molecules or ions with the total composition C2H10NS from the Open Molecules 2025 dataset. Energies are from the ωB97M-V functional and the def2-TZVPD basis.

XYZ file:
```
14
Properties=species:S:1:pos:R:3:nbo_charge:R:1
N -2.0422 -0.7053 0.8490 -0.88
H -2.8641 -1.1396 1.2691 0.46
H -2.3143 0.2199 0.5077 0.45
H -1.5923 -1.2061 0.0625 0.47
H -1.3022 -0.5827 1.5453 0.45
C 1.1046 0.9965 0.4715 -0.62
C 1.3626 0.3884 -0.9116 -0.50
S 0.0857 -0.8187 -1.3747 -0.14
H 0.4300 1.8501 0.5127 0.22
H 0.7934 0.1914 1.1440 0.18
H 2.0664 1.2961 0.8497 0.25
H 2.3156 -0.1268 -0.8968 0.24
H 1.3814 1.1709 -1.6541 0.23
H 0.5752 -1.5340 -2.3742 0.19
```

**Orbital gap**: 9.48 eV
**Net charge**: +1
**Molar mass**: 80.18 g/mol
**Spin multiplicity**: 1



Version ii
Here is 2 unconnected molecules or ions with the total composition C2H10NS from the Open Molecules 2025 dataset. Energies are from the ωB97M-V functional and the def2-TZVPD basis.

XYZ file:
```
14
Properties=species:S:1:pos:R:3:nbo_charge:R:1
N 1.7060 -0.1875 -1.9861 -0.87
H 1.4016 -1.1356 -2.2087 0.46
H 0.9070 0.2969 -1.5244 0.47
H 1.9041 0.2876 -2.8681 0.45
H 2.5389 -0.1599 -1.4044 0.45
C 0.5925 -0.3817 1.7535 -0.64
C -0.7099 0.3534 1.5680 -0.36
S -1.0096 0.1882 -0.4047 -0.26
H 0.3900 -1.4141 1.4880 0.23
H 1.2672 0.2360 1.1498 0.19
H 1.0453 -0.3227 2.7527 0.24
H -0.6937 1.4305 1.7201 0.23
H -1.6870 -0.0304 1.8598 0.23
H -2.2215 -0.3872 -0.3028 0.19
```

**Orbital gap**: 9.30 eV
**Net charge**: +1
**Molar mass**: 80.18 g/mol
**Spin multiplicity**: 1



Version iii
Here is 2 unconnected molecules or ions with the total composition C2H10NS from the Open Molecules 2025 dataset. Energies are from the ωB97M-V functional and the def2-TZVPD basis.

XYZ file:
```
14
Properties=species:S:1:pos:R:3:nbo_charge:R:1
N -1.8618 -1.9330 -0.0060 -0.87
H -0.8387 -1.8270 -0.0338 0.47
H -2.1885 -2.8040 -0.4373 0.45
H -2.2601 -1.1822 -0.5836 0.47
H -2.2193 -1.9467 0.9526 0.46
C 1.2306 -0.2799 0.9483 -0.76
S 0.2751 0.3465 -0.4670 0.08
C 0.5588 2.1275 -0.1321 -0.69
H 1.4146 0.4858 1.6942 0.24
H 0.8170 -1.1529 1.4450 0.20
H 2.2364 -0.5369 0.5987 0.24
H 1.6083 2.3015 -0.3737 0.24
H 0.3062 2.3064 0.8950 0.22
H -0.0958 2.7326 -0.7543 0.24
```

**Orbital gap**: 8.53 eV
**Net charge**: +1
**Molar mass**: 80.18 g/mol
**Spin multiplicity**: 1



Here is how they stack up, most stable first: version i, version iii, version ii.



Version i
Here is a molecular structure, C3H9N4 from the Open Molecules 2025 dataset. Energies are from the ωB97M-V functional and the def2-TZVPD basis.

XYZ file:
```
16
Properties=species:S:1:pos:R:3:nbo_charge:R:1
C 0.4972 0.7015 1.5335 0.36
C -0.2694 -0.9561 -0.2196 0.19
C -0.2034 0.4768 -0.7113 0.05
N 0.4581 -0.5842 1.4958 -0.63
N 0.2939 1.3529 0.4066 -0.56
N -1.5295 -1.4004 -0.0794 -0.76
N 0.7582 0.5681 -1.7846 -0.83
H 0.7857 1.2716 2.3336 0.21
H 0.3490 -1.7535 -0.7387 0.26
H -1.0536 0.9429 -1.0247 0.23
H 0.7484 -1.3294 2.0892 0.44
H 0.6375 2.2908 0.3821 0.44
H -1.5209 -2.4057 -0.1056 0.41
H -2.2498 -0.8595 0.4052 0.42
H 1.6884 0.4393 -1.4682 0.38
H 0.6101 1.2448 -2.5140 0.40
```

**Orbital gap**: 10.68 eV
**Net charge**: +1
**Molar mass**: 101.13 g/mol
**Spin multiplicity**: 1



Version ii
Here is a gas-phase ion, C3H9N4 (charge +1) from the Open Molecules 2025 dataset. Energies are from the ωB97M-V functional and the def2-TZVPD basis.

XYZ file:
```
16
Properties=species:S:1:pos:R:3:nbo_charge:R:1
N -1.7306 -1.1062 -0.4147 -0.84
C -0.7102 -0.4339 0.2839 0.09
N -0.9384 1.0605 0.6038 -0.54
C -0.0111 1.7417 -0.0638 0.38
N 0.9617 1.0188 -0.4928 -0.49
C 0.7303 -0.3786 -0.3494 0.08
N 1.7909 -1.0024 0.4022 -0.79
H -2.6846 -1.1731 -0.0007 0.41
H -1.8030 -1.0023 -1.4677 0.39
H -0.5719 -0.9079 1.2434 0.20
H -1.5878 1.3428 1.2152 0.42
H -0.1686 2.8197 -0.0972 0.25
H 1.6888 1.3812 -0.9923 0.44
H 0.4964 -0.7452 -1.3201 0.22
H 1.6642 -1.9671 0.2993 0.39
H 1.6791 -0.7182 1.4052 0.37
```

**Structure (SMILES)**: N[C@@H]1NC=[NH+][C@H]1N
**Orbital gap**: 10.51 eV
**Net charge**: +1
**Molar mass**: 101.13 g/mol
**Spin multiplicity**: 1



Version iii
Here is 3 unconnected molecules or ions with the total composition C3H9N4 from the Open Molecules 2025 dataset. Energies are from the ωB97M-V functional and the def2-TZVPD basis.

XYZ file:
```
16
Properties=species:S:1:pos:R:3:nbo_charge:R:1
C -0.8196 -0.4825 0.0315 -0.12
C 0.1921 0.2393 -0.7644 0.02
C -0.5795 -1.8589 0.5356 -0.66
N 2.9302 -0.6654 -1.7221 -0.20
N 2.3667 -0.5796 -0.7366 0.09
N 0.0872 0.5406 0.4936 -0.18
N -0.8342 2.1833 1.0530 -0.77
H -1.7945 -0.1104 -0.0563 0.20
H 0.0995 0.7159 -1.7906 0.26
H 0.0087 -2.4153 -0.2710 0.24
H -1.4513 -2.4117 1.0018 0.26
H 0.1619 -1.8743 1.3844 0.25
H 2.4707 -0.4535 -2.6767 0.38
H -0.1482 2.7145 1.6399 0.43
H -1.5805 1.6736 1.5688 0.42
H -1.1091 2.7845 0.3092 0.40
```

**Orbital gap (spin up / spin down)**: 6.51 / 8.37 eV
**Net charge**: +1
**Molar mass**: 101.13 g/mol
**Spin multiplicity**: 1



Here is how they stack up, most stable first: version ii, version i, version iii.



Version i
Here is a gas-phase ion, C3H9N4 (charge +1) from the Open Molecules 2025 dataset. Energies are from the ωB97M-V functional and the def2-TZVPD basis.

XYZ file:
```
16
Properties=species:S:1:pos:R:3:nbo_charge:R:1
H 2.2155 -0.3097 2.2858 0.34
N 2.2254 0.2955 1.4996 -0.27
N 1.7611 -0.2672 0.5439 -0.16
C 1.5715 0.5286 -0.6930 -0.31
C 0.0954 0.6835 -0.8053 -0.30
N -0.4746 -0.6632 -0.8777 -0.12
N -1.4860 -1.0997 -0.2763 0.08
C -2.1698 -0.4886 0.7778 -0.51
H 1.9217 -0.1110 -1.5850 0.22
H 2.1890 1.5529 -0.7776 0.26
H -0.3266 1.2196 0.0792 0.25
H -0.0580 1.2151 -1.7999 0.28
H -0.1237 -1.3801 -1.4800 0.44
H -2.2360 -1.0662 1.6251 0.29
H -1.8825 0.5028 1.0569 0.22
H -3.2224 -0.6124 0.4267 0.30
```

**Structure (SMILES)**: [H]/N=N/CC/[NH+]=N\C
**Orbital gap**: 7.47 eV
**Net charge**: +1
**Molar mass**: 101.13 g/mol
**Spin multiplicity**: 1



Version ii
Here is 2 unconnected molecules or ions with the total composition C3H9N4 from the Open Molecules 2025 dataset. Energies are from the ωB97M-V functional and the def2-TZVPD basis.

XYZ file:
```
16
Properties=species:S:1:pos:R:3:nbo_charge:R:1
C 0.2007 1.1851 0.6088 -0.24
C -1.1492 0.4294 0.9593 -0.23
C -0.2624 0.0029 -1.3168 -0.02
N 3.9563 -2.0274 0.0221 0.08
N 2.9283 -1.7272 0.2791 -0.08
N 0.7399 0.5074 -0.5404 -0.60
N -1.2630 -0.4937 -0.2577 -0.53
H -0.0057 2.1217 0.3354 0.21
H 0.6925 1.2181 1.5915 0.24
H -1.0205 -0.1697 1.7765 0.22
H -2.0420 1.1011 0.8176 0.24
H -0.0854 -0.8377 -1.8347 0.22
H -0.7770 0.9012 -1.9050 0.22
H 1.4122 -0.1165 -0.1742 0.40
H -1.1142 -1.4489 0.0775 0.42
H -2.2107 -0.6459 -0.4389 0.43
```

**Orbital gap**: 11.07 eV
**Net charge**: +1
**Molar mass**: 101.13 g/mol
**Spin multiplicity**: 1



Version iii
Here is a gas-phase ion, C3H9N4 (charge +1) from the Open Molecules 2025 dataset. Energies are from the ωB97M-V functional and the def2-TZVPD basis.

XYZ file:
```
16
Properties=species:S:1:pos:R:3:nbo_charge:R:1
C 0.7914 1.5463 -0.0883 0.67
C 0.2606 -0.5800 -1.1713 -0.05
C -0.6770 -1.4431 0.9848 -0.44
N 1.3331 2.4253 0.6024 -0.62
N 1.1610 0.5965 -0.9108 -0.64
N -1.1460 0.8758 0.0682 -0.56
N -0.8589 -0.4754 -0.2680 -0.24
H -0.0451 -0.5737 -2.2497 0.24
H 0.7955 -1.5874 -1.0363 0.24
H -0.4960 -2.4168 0.6190 0.23
H 0.1034 -0.9867 1.7104 0.25
H -1.6140 -1.3796 1.6886 0.26
H 1.0484 3.0799 1.2064 0.42
H 1.9818 0.8437 -1.4697 0.46
H -0.9691 0.8951 1.0828 0.34
H -1.6690 -0.8197 -0.7686 0.44
```

**Orbital gap**: 10.51 eV
**Net charge**: +1
**Molar mass**: 101.13 g/mol
**Spin multiplicity**: 1



Here is how they stack up, most stable first: version ii, version iii, version i.



Version i
Here is a single C5H7I molecule from the Open Molecules 2025 dataset. Energies are from the ωB97M-V functional and the def2-TZVPD basis.

XYZ file:
```
13
Properties=species:S:1:pos:R:3:nbo_charge:R:1
C 0.3023 1.4937 -1.3451 -0.21
C 0.2221 1.2776 -0.1593 -0.02
C -0.0839 1.0567 1.1618 -0.48
C -1.3831 -0.2489 1.2842 -0.30
C -0.8487 -1.6964 1.1545 -0.68
I -2.8881 0.2326 -0.1124 0.11
H 0.2312 1.5833 -2.3378 0.22
H -0.6123 1.9023 1.5770 0.24
H 0.7003 0.6105 1.7755 0.24
H -1.7583 -0.0867 2.2605 0.20
H -0.0018 -1.9275 0.3741 0.23
H -1.7105 -2.2897 0.7550 0.23
H -0.5294 -2.1207 2.2372 0.22
```

**Structure (SMILES)**: C#CC[C@H](C)I
**Orbital gap**: 9.85 eV
**Molar mass**: 194.02 g/mol
**Spin multiplicity**: 1



Version ii
Here is a molecular structure, C5H7I from the Open Molecules 2025 dataset. Energies are from the ωB97M-V functional and the def2-TZVPD basis.

XYZ file:
```
13
Properties=species:S:1:pos:R:3:nbo_charge:R:1
C 0.9312 -0.9975 1.1097 -0.37
C -0.0607 -1.5537 0.0985 -0.42
C 0.3508 1.0204 -1.0791 -0.43
C -0.7557 1.1420 0.0107 -0.32
C -0.1597 -0.1023 -0.2271 -0.04
I -2.8048 1.4268 -0.6553 0.02
H 0.5200 -0.8216 2.1454 0.22
H 1.9115 -0.8961 0.7670 0.21
H 0.2835 -2.0037 -0.7415 0.23
H -0.9077 -1.8526 0.6185 0.23
H -0.0899 1.0688 -1.9668 0.21
H 1.2807 1.6177 -0.8245 0.22
H -0.4992 1.9517 0.7444 0.24
```

**Orbital gap**: 8.78 eV
**Molar mass**: 194.02 g/mol
**Spin multiplicity**: 1



Here is how they stack up, most stable first: version i, version ii.